1.
{"formula": "C27H40BCaF4O21", "method": "the ωB97M-V functional and the def2-TZVPD basis", "elements": ["O", "C", "F", "C", "H", "H", "C", "C", "O", "O", "H", "H", "C", "H", "H", "O", "C", "H", "C", "C", "C", "H", "C", "H", "C", "H", "C", "C", "O", "H", "H", "O", "C", "H", "H", "H", "O", "H", "H", "B", "O", "F", "F", "H", "C", "C", "O", "O", "H", "C", "O", "H", "H", "O", "O", "H", "C", "O", "O", "H", "F", "O", "H", "H", "H", "C", "H", "H", "C", "C", "O", "H", "H", "H", "C", "H", "C", "H", "H", "H", "H", "O", "O", "H", "C", "H", "C", "H", "C", "H", "O", "C", "O", "Ca"], "positions_angstrom": [[-16.934, -21.796, -21.652], [-4.919, -24.044, -21.009], [-11.835, -14.721, -21.534], [-11.562, -11.093, -12.040], [-4.063, -24.167, -20.345], [-6.150, -25.470, -23.035], [-4.044, -13.900, -20.001], [-18.239, -22.439, -21.537], [-7.505, -21.910, -20.739], [-14.524, -22.272, -13.718], [-18.874, -13.910, -15.507], [-4.488, -24.151, -22.005], [-2.558, -18.209, -13.079], [-13.892, -25.072, -14.786], [-2.837, -19.180, -12.670], [-10.393, -13.075, -14.659], [-13.632, -24.304, -14.058], [-18.708, -22.474, -23.614], [-2.204, -12.786, -20.883], [-12.788, -11.720, -11.352], [-18.406, -23.205, -22.864], [-17.463, -23.606, -23.238], [-6.173, -25.955, -22.059], [-13.658, -11.145, -11.671], [-2.360, -12.396, -19.402], [-1.312, -12.752, -17.552], [-1.100, -12.540, -18.600], [-16.288, -15.167, -15.641], [-12.844, -21.056, -14.597], [-7.091, -26.536, -21.967], [-0.586, -13.423, -18.977], [-5.408, -22.765, -20.986], [-16.398, -21.815, -20.463], [-5.407, -26.731, -22.031], [-13.103, -24.780, -13.232], [-18.914, -23.627, -19.886], [-17.074, -16.109, -15.023], [-19.178, -23.975, -22.865], [-12.686, -11.639, -10.270], [-12.265, -15.405, -22.589], [-17.047, -22.648, -19.667], [-11.451, -15.054, -23.627], [-12.027, -16.676, -22.238], [-11.477, -10.019, -11.877], [-14.838, -23.571, -13.396], [-6.744, -22.849, -20.805], [-3.390, -13.286, -18.918], [-10.210, -12.892, -12.471], [-14.689, -23.626, -12.317], [-1.114, -17.872, -13.465], [-5.043, -14.608, -19.914], [-16.924, -23.279, -13.206], [-19.081, -15.788, -14.521], [-11.497, -11.516, -13.393], [-5.499, -17.828, -14.870], [-5.887, -25.507, -19.909], [-18.090, -15.420, -14.255], [-3.418, -13.455, -21.142], [-15.399, -15.398, -16.421], [-2.927, -16.285, -12.142], [-13.602, -15.330, -22.871], [-3.224, -18.078, -14.327], [-9.466, -11.332, -11.352], [-10.481, -12.388, -10.541], [-0.979, -16.834, -13.768], [-17.971, -23.395, -20.381], [-2.277, -11.900, -21.514], [-0.415, -17.985, -12.636], [-16.217, -23.990, -13.634], [-3.343, -17.292, -12.188], [-16.818, -13.954, -15.546], [-0.629, -18.487, -14.224], [-17.567, -24.381, -20.613], [-16.364, -24.989, -13.222], [-10.645, -12.516, -13.596], [-17.855, -15.269, -13.202], [-4.552, -17.695, -14.079], [-19.004, -21.689, -21.337], [-1.322, -13.382, -21.116], [-18.049, -13.248, -14.050], [-2.638, -11.350, -19.273], [-7.169, -24.106, -20.753], [-12.795, -23.343, -14.628], [-3.447, -17.759, -11.209], [-13.335, -22.105, -14.359], [-13.061, -12.725, -11.674], [-18.022, -14.005, -14.833], [-0.496, -11.633, -18.596], [-10.370, -11.917, -11.518], [-16.349, -24.238, -14.687], [-15.344, -21.241, -20.183], [-6.060, -24.979, -20.847], [-4.624, -17.152, -12.842], [-10.332, -17.170, -18.555]], "forces_ev_per_a": [[-1.54, 0.55, -0.83], [3.00, -0.74, -1.77], [0.68, 2.98, 3.97], [0.28, -2.88, 1.63], [-0.34, 0.02, 0.49], [0.00, 0.25, 0.21], [-0.66, 0.51, 0.72], [1.12, -2.21, -1.93], [1.17, -0.77, 0.07], [0.14, 2.85, -1.12], [0.22, 0.61, -0.23], [0.17, -0.30, -0.17], [0.44, 0.09, -1.22], [-0.12, 0.18, -0.15], [1.05, -0.65, -0.40], [-0.71, 1.32, 1.68], [-0.68, -1.82, 1.06], [-0.09, -0.05, -0.18], [-0.86, 1.30, 0.51], [-0.99, 1.44, -0.80], [-0.65, 1.21, -0.36], [0.02, -0.14, 0.49], [-0.60, -0.20, 1.11], [-0.23, 0.18, 0.30], [0.46, 0.21, 0.13], [-0.25, 0.10, 0.02], [0.18, -0.93, 0.51], [-0.27, -1.02, -2.52], [0.26, 0.18, -0.36], [-0.23, 0.21, -0.09], [0.56, 0.20, 0.12], [-1.71, 1.66, 0.89], [4.21, 1.37, 0.60], [0.38, 0.31, 0.12], [0.26, -0.25, -0.26], [0.19, 0.48, 0.73], [0.42, 0.68, 0.74], [0.06, -0.02, 0.33], [-0.08, -0.11, -0.08], [-0.58, 0.06, -2.11], [0.37, -0.13, 2.70], [0.54, 0.42, -1.70], [0.98, -4.73, 1.11], [-0.02, -0.16, -0.50], [2.27, -1.01, 1.29], [-1.45, 2.17, -0.20], [-0.73, -0.81, -1.24], [2.73, -2.56, 2.26], [0.12, -0.14, 0.25], [0.98, -0.18, 1.46], [3.04, 1.92, -0.37], [-0.08, -0.17, -0.31], [0.33, -0.65, 0.67], [-1.05, 1.99, -2.06], [3.14, 0.60, 2.55], [-0.74, -0.30, 0.00], [0.37, 1.19, -0.73], [-1.51, -2.00, 0.27], [-0.17, -0.35, 1.54], [0.09, -0.03, 0.32], [-1.07, 0.84, -0.18], [-3.11, 0.20, -0.61], [0.33, 0.15, -0.70], [-0.64, -0.11, -0.14], [-0.56, 0.04, -0.11], [-1.49, 0.02, -0.81], [0.59, -0.05, -0.04], [-0.18, -0.03, 0.44], [-0.68, -1.13, -1.28], [0.20, 1.26, 0.21], [0.41, 0.72, 0.49], [-0.81, -0.25, -0.22], [0.35, 0.16, -0.60], [-0.01, 0.13, 0.67], [-0.99, -0.82, -4.10], [-0.02, -1.26, 0.09], [-0.98, -0.62, -2.06], [0.06, -0.09, 0.04], [-0.16, -0.18, 0.07], [0.04, 0.09, -0.25], [-0.86, -0.11, -0.25], [-0.18, -0.49, 0.18], [-0.36, 1.73, -0.10], [-0.30, 0.46, 0.02], [-0.56, -1.28, 0.55], [0.77, -0.21, 0.11], [-1.21, -0.05, 0.18], [0.12, -0.19, -0.40], [0.62, 1.63, 2.32], [-0.51, 0.80, -0.32], [-2.54, -1.13, -0.14], [0.47, -1.71, -0.78], [-0.04, -0.89, -0.44], [-0.55, 0.47, -1.01]], "charge": 1, "total_energy_ha": -3734.64048, "e_lumo_ev": -7.15, "gap_ev": 4.6}

---

2.
{"formula": "C27H40BrINO3S3Sb2Tl", "method": "the ωB97M-V functional and the def2-TZVPD basis", "elements": ["H", "C", "C", "H", "C", "H", "C", "H", "H", "S", "H", "C", "O", "H", "S", "C", "H", "H", "C", "C", "H", "H", "H", "C", "H", "Sb", "S", "N", "O", "H", "H", "C", "H", "C", "H", "C", "H", "C", "C", "H", "O", "I", "H", "C", "H", "H", "C", "H", "H", "C", "Tl", "C", "H", "H", "C", "H", "C", "H", "H", "C", "C", "H", "H", "H", "C", "H", "Br", "C", "H", "C", "H", "H", "C", "Sb", "H", "H", "C", "H", "H"], "positions_angstrom": [[2.581, -3.895, -0.855], [2.473, 0.813, 3.487], [-3.578, -3.595, -3.012], [-0.790, -5.239, 0.596], [-1.731, -4.684, -1.815], [-0.394, 0.044, -2.996], [-0.624, 3.087, 2.870], [0.221, 2.002, 4.555], [1.027, 2.826, -5.920], [0.542, 4.469, 2.999], [1.200, 5.436, 0.936], [3.195, 2.140, 3.338], [-1.162, 0.556, -0.791], [-2.143, -4.980, -3.867], [3.530, 2.585, 1.606], [1.519, -4.135, -0.872], [-4.020, 4.038, 2.115], [2.165, -3.744, 2.623], [1.411, 4.471, 1.397], [4.413, -1.708, -0.134], [2.339, 0.590, 4.547], [0.242, 4.684, -4.506], [-3.588, 4.449, 0.433], [-2.090, -4.062, -0.598], [-1.542, 3.464, 3.325], [-3.591, 1.775, 0.685], [0.853, 0.655, 2.690], [4.852, -1.446, -1.377], [3.241, -1.515, 0.196], [-1.773, -4.047, 1.538], [1.387, -5.191, -0.634], [-1.321, -4.290, 0.582], [2.609, 2.946, 3.769], [0.381, 1.304, -4.549], [1.125, -3.922, -1.866], [-2.442, -4.467, -2.960], [-4.685, -2.055, 0.444], [-3.785, -2.657, 0.492], [0.102, 3.662, -4.184], [-0.885, -5.359, -1.819], [-2.284, 2.497, -0.773], [4.948, -2.370, 2.825], [0.723, 0.481, -5.165], [-1.417, 1.662, -1.277], [-5.945, 1.056, -0.494], [-1.144, 1.208, 3.778], [2.924, 4.290, 1.481], [-4.577, 0.726, -1.590], [3.053, -0.005, 3.055], [-4.180, 3.790, 1.067], [1.685, 0.762, -0.271], [5.480, -2.281, 0.781], [0.964, 3.702, 0.767], [3.358, 4.866, 2.298], [1.204, -4.115, 2.267], [5.714, -3.298, 0.472], [-3.276, -3.197, -0.628], [5.807, -1.610, -1.649], [-4.838, -2.325, -1.883], [-5.003, 1.442, -0.886], [-3.975, -2.980, -1.887], [-5.179, 2.391, -1.388], [-3.347, -2.800, 1.472], [4.151, 2.087, 3.860], [0.550, 2.614, -4.971], [6.386, -1.685, 0.717], [-1.050, 4.950, -2.001], [-0.534, 3.414, -2.976], [1.309, -5.150, 1.943], [-0.239, 1.057, -3.340], [-5.238, 3.908, 0.827], [0.476, -4.048, 3.076], [-0.714, 2.097, -2.531], [0.543, -2.933, 0.612], [3.373, 4.654, 0.556], [-0.831, 2.909, 1.813], [-0.243, 1.794, 3.591], [-4.109, -3.457, -3.943], [4.212, -1.109, -2.076]], "forces_ev_per_a": [[-0.03, -0.03, -0.02], [-0.12, 0.01, 0.01], [0.17, -0.17, -0.18], [-0.15, 0.00, -0.02], [0.03, 0.00, 0.18], [-0.01, -0.01, 0.00], [0.08, 0.00, 0.06], [-0.01, 0.01, 0.01], [-0.01, 0.00, 0.04], [0.06, -0.07, 0.00], [0.01, 0.01, -0.03], [-0.04, 0.03, -0.10], [-0.18, 0.24, 0.08], [-0.01, 0.01, 0.03], [0.05, -0.05, 0.02], [-0.03, 0.07, 0.00], [0.00, 0.06, -0.05], [-0.05, -0.02, -0.03], [0.03, -0.01, 0.06], [0.01, -0.01, -0.05], [0.04, -0.03, 0.00], [-0.01, 0.00, 0.00], [-0.01, -0.04, -0.01], [-0.14, -0.07, -0.02], [-0.04, -0.03, -0.02], [0.11, 0.26, -0.33], [0.07, -0.07, -0.04], [0.01, -0.03, 0.11], [0.15, 0.00, 0.05], [-0.04, -0.09, -0.05], [0.03, 0.03, -0.04], [0.25, 0.16, -0.07], [-0.02, 0.07, 0.07], [0.02, -0.06, 0.00], [0.06, -0.02, 0.05], [-0.15, 0.11, -0.07], [0.04, 0.00, 0.02], [-0.09, 0.17, 0.16], [0.05, -0.03, -0.07], [-0.04, -0.01, -0.03], [0.10, -0.51, 0.03], [0.00, 0.01, -0.03], [-0.03, 0.03, 0.02], [0.06, 0.12, 0.09], [0.04, 0.01, -0.02], [-0.02, 0.03, 0.02], [-0.11, -0.12, -0.06], [-0.05, 0.00, 0.00], [0.00, 0.02, 0.02], [-0.06, -0.12, 0.12], [-0.08, 0.04, 0.02], [-0.09, 0.07, 0.03], [-0.04, 0.02, -0.07], [-0.02, 0.03, -0.01], [0.05, 0.12, 0.01], [-0.01, -0.02, -0.04], [0.11, -0.07, -0.17], [0.01, 0.02, 0.01], [0.02, -0.02, 0.04], [0.03, -0.06, 0.14], [0.02, 0.07, 0.22], [0.00, -0.01, -0.05], [-0.05, 0.00, -0.05], [-0.01, -0.02, 0.01], [0.01, 0.06, -0.06], [0.03, 0.00, -0.03], [0.01, -0.03, 0.10], [0.00, -0.10, 0.09], [0.01, 0.00, 0.06], [-0.01, 0.05, 0.04], [0.06, 0.02, 0.02], [0.06, -0.01, -0.03], [-0.08, 0.08, -0.04], [-0.10, -0.15, -0.06], [0.05, 0.03, 0.01], [-0.05, -0.03, -0.02], [0.03, 0.05, -0.12], [0.04, -0.02, 0.00], [-0.03, -0.02, 0.00]], "charge": 2, "total_energy_ha": -6052.05097, "e_lumo_ev": -7.19, "gap_ev": 5.7}

---

3.
{"formula": "C27H40Cl2F2N6O4Sc", "method": "the ωB97M-V functional and the def2-TZVPD basis", "elements": ["C", "H", "C", "Sc", "C", "H", "H", "H", "N", "H", "H", "H", "H", "O", "Cl", "H", "H", "O", "H", "C", "H", "N", "C", "Cl", "H", "C", "H", "C", "H", "H", "H", "H", "H", "O", "C", "H", "H", "C", "C", "H", "C", "N", "H", "C", "C", "H", "H", "F", "H", "H", "N", "F", "C", "C", "H", "H", "H", "C", "H", "C", "C", "C", "H", "N", "C", "C", "H", "H", "H", "H", "C", "O", "C", "C", "N", "H", "H", "C", "C", "C", "H", "H"], "positions_angstrom": [[-0.848, 5.264, 2.571], [1.074, -5.688, -1.665], [-2.809, -3.532, -2.422], [0.339, -0.321, -0.178], [0.298, -4.819, -3.479], [-1.163, -2.925, 2.365], [4.116, -4.346, -1.561], [-0.563, -1.369, 2.904], [0.059, 4.882, 3.656], [3.937, -1.724, -2.270], [0.083, 2.660, -1.451], [3.156, -5.687, -2.140], [3.161, -0.968, -0.873], [-1.505, 0.129, 1.001], [4.588, 1.949, -2.191], [-0.518, 4.514, 0.530], [-3.162, -4.106, -3.264], [1.553, 0.053, 2.689], [3.968, -2.516, -0.680], [-2.630, -2.156, -2.486], [-3.176, 0.539, 2.140], [1.584, -0.252, 1.466], [1.321, 3.461, 2.052], [1.927, 0.902, -2.887], [-0.497, 6.211, 2.152], [-1.897, 2.881, -2.190], [-1.590, 2.206, 3.060], [-2.092, 0.144, -1.758], [0.132, -4.240, -1.409], [3.738, 1.337, -4.292], [0.171, -2.433, -2.001], [0.953, -5.406, -4.126], [1.685, 3.783, 1.073], [1.515, -1.530, 1.036], [-0.553, 2.522, 3.190], [-2.306, -1.710, 2.940], [-4.080, 0.276, -2.446], [-3.125, 2.215, -2.498], [3.866, -4.386, -3.698], [-3.495, 0.148, 0.423], [3.366, -1.916, -1.359], [-0.880, 0.803, -1.477], [1.909, 2.596, 2.354], [-3.166, 0.828, -2.260], [3.349, -4.623, -2.282], [-1.836, 5.440, 3.004], [0.246, 3.359, 5.060], [-2.537, -5.455, -1.106], [-1.689, -3.951, 0.741], [-2.781, 1.715, 0.847], [2.105, -3.927, -1.976], [-2.897, -1.606, -3.695], [2.070, -2.598, -1.691], [0.867, -4.696, -2.071], [2.060, 4.369, 3.916], [1.748, 5.546, 2.637], [-1.911, 3.792, 1.321], [-0.851, 2.171, -1.701], [-1.785, 3.949, -2.339], [-2.825, 0.660, 1.111], [-0.443, 3.643, 4.261], [1.389, 4.617, 3.090], [-3.987, 2.751, -2.868], [-0.063, 3.017, 1.899], [3.312, 1.828, -3.425], [-0.893, 4.148, 1.488], [0.155, -3.835, -3.930], [-1.411, 3.861, 4.720], [2.981, 2.832, -3.662], [0.037, 1.646, 3.451], [-2.172, -1.333, -1.468], [1.965, 0.644, 0.485], [-1.378, -1.859, 2.368], [-1.487, -1.294, 0.989], [0.984, -1.891, -1.717], [4.765, -4.981, -3.877], [-0.674, -5.313, -3.441], [-1.965, -3.403, -0.147], [-2.440, -4.100, -1.218], [-1.860, -1.970, -0.182], [3.117, -4.664, -4.439], [4.118, -3.337, -3.854]], "forces_ev_per_a": [[0.03, -0.05, -0.04], [-0.01, -0.02, 0.01], [0.01, 0.08, -0.05], [-1.17, -0.19, -1.03], [0.00, -0.03, -0.03], [0.04, 0.02, 0.01], [0.01, 0.00, 0.03], [0.00, 0.00, 0.01], [0.02, -0.04, 0.00], [0.02, -0.04, 0.01], [0.01, -0.01, 0.05], [0.01, 0.00, 0.02], [-0.04, 0.03, -0.03], [-0.44, -0.55, 0.12], [-0.04, -0.02, -0.04], [-0.02, -0.02, -0.02], [-0.01, 0.02, 0.00], [0.43, 0.05, -0.40], [0.00, 0.01, 0.01], [0.24, -0.11, -0.04], [0.00, 0.02, 0.03], [0.08, -0.03, 1.46], [-0.05, 0.03, 0.02], [-0.05, -0.08, -0.14], [-0.01, 0.01, 0.00], [-0.40, -0.09, -0.15], [0.00, -0.01, -0.01], [0.26, -0.01, 0.21], [0.02, -0.04, 0.03], [0.03, 0.03, -0.02], [-0.01, 0.14, -0.11], [0.01, 0.02, 0.00], [0.01, -0.02, 0.00], [0.89, 0.28, 0.39], [0.05, 0.07, -0.06], [0.00, -0.04, 0.00], [0.00, 0.01, -0.01], [0.26, -0.01, 0.09], [-0.03, 0.01, -0.03], [-0.03, -0.01, 0.00], [0.00, 0.01, 0.03], [-0.35, 0.28, -0.76], [0.03, -0.02, 0.00], [-0.19, 0.19, -0.03], [-0.06, 0.02, -0.01], [0.00, 0.01, 0.00], [-0.01, 0.00, 0.01], [0.02, -0.02, -0.01], [-0.09, 0.00, 0.02], [0.02, 0.01, -0.01], [0.07, -0.15, 0.00], [-0.05, 0.02, -0.02], [-0.04, 0.20, -0.16], [0.03, 0.04, -0.06], [0.01, 0.01, 0.00], [0.01, 0.00, 0.00], [-0.03, -0.01, 0.00], [0.02, -0.41, 0.09], [-0.01, 0.00, 0.02], [0.18, 0.30, -0.01], [0.05, -0.02, -0.04], [-0.07, -0.03, -0.03], [0.00, -0.01, -0.02], [-0.26, 0.06, 0.05], [0.13, 0.09, -0.01], [0.15, 0.07, 0.00], [-0.01, -0.01, 0.00], [-0.01, -0.01, 0.01], [0.05, 0.03, 0.00], [0.02, -0.07, 0.02], [-0.04, 0.40, 0.02], [0.49, -0.28, 0.44], [0.02, -0.09, 0.02], [0.28, -0.09, -0.20], [-0.06, -0.26, 0.20], [0.00, 0.02, 0.01], [0.03, 0.02, 0.00], [0.04, 0.01, 0.00], [0.04, -0.04, 0.09], [-0.56, 0.33, 0.06], [0.02, 0.00, 0.01], [0.00, -0.02, 0.00]], "charge": -1, "total_energy_ha": -3563.10452, "e_lumo_ev": [2.30, 2.31], "gap_ev": [5.7, 3.9]}